A structure of composition C6H11NS, computed with ωB97M-V with the def2-TZVPD basis set.

Each line ends with the Löwdin charge.
Element x y z (Å)
1 C 4.180 0.191 0.575  -0.12
2 C 3.456 0.830 -0.332  -0.16
3 C -1.416 0.460 -0.331  -0.23
4 C -0.434 -1.936 0.373  -0.14
5 C -3.625 1.286 -0.154  -0.15
6 C -0.439 -0.668 -0.395  -0.47
7 N -2.640 0.210 0.008  -0.05
8 S 1.331 -0.195 -0.902  0.82
9 H 5.053 0.617 1.006  0.03
10 H 3.639 -0.599 1.189  0.06
11 H 3.621 1.564 -0.975  -0.03
12 H -1.164 1.404 -0.757  0.09
13 H 0.125 -2.614 -0.154  0.04
14 H -1.494 -2.086 0.468  0.08
15 H -0.022 -1.664 1.340  0.09
16 H -4.133 0.872 -1.158  0.12
17 H -3.158 2.232 -0.281  0.03
18 H -4.459 1.403 0.654  0.10
19 H 1.581 -1.306 -0.175  -0.10

Calculated values
E_tot (hartree): -687.9121
Highest occupied orbital energy (spin up / spin down) (Eh): -0.274 / -0.280
LUMO level (spin up / spin down) (eV): -0.23 / -0.27
2S+1: 1
Strongest force on any atom (eV/A): 5.201
Net charge: 0
Frontier orbital gap (spin up / spin down) (eV): 7.2245 / 7.3477